1.
Molecular formula: C4H10Li3O5
Method: DFT, ωB97M-V/def2-TZVPD

XYZ file:
```
22
C4H10Li3O5 (ωB97M-V/def2-TZVPD)
Li 0.101 0.058 0.033
Li -2.304 0.291 1.040
Li 2.616 0.989 0.426
O -1.262 1.673 0.095
C -0.796 2.188 -1.104
C 0.736 2.377 -1.336
O 1.582 1.238 -1.273
H -1.363 3.046 -1.513
H -1.074 1.485 -1.927
H 1.014 3.216 -0.666
H 0.923 2.761 -2.349
O 1.375 0.098 1.743
C 0.875 -1.089 2.311
C -0.005 -2.048 1.422
O -1.092 -1.479 0.738
H 0.184 -0.747 3.106
H 1.670 -1.679 2.791
H -0.272 -2.939 2.010
H 0.708 -2.405 0.650
O -0.866 -2.385 -2.265
H -0.993 -2.171 -1.318
H -1.757 -2.478 -2.614
```

## Properties
Total charge ... -1
Total energy ... -557.342442 hartree
Lowest unoccupied orbital energy ... 2.26 eV
HOMO level ... -3.8 eV
2S+1 ... 1

---

2.
Molecular formula: C33H37BrN6O3S8SbSc
Method: DFT, ωB97M-V/def2-TZVPD

XYZ file:
```
90
C33H37BrN6O3S8SbSc (ωB97M-V/def2-TZVPD)
Sc 0.752 2.050 0.278
S 0.166 2.092 2.933
C 1.896 2.448 2.802
S 2.889 1.619 1.779
C 2.373 3.472 3.664
C 1.678 3.924 4.819
N 1.118 4.116 5.832
C 3.711 3.852 3.694
N 4.842 4.125 3.755
S 5.969 0.615 -4.354
C 4.549 0.470 -3.626
S 2.914 0.928 -4.091
C 2.054 0.684 -2.547
C 2.721 -0.219 -1.748
S 1.901 -0.799 -0.285
S 4.469 -0.315 -1.930
S 0.484 1.407 -2.221
Br 3.080 3.536 -1.183
C 1.675 4.660 -0.730
C 1.669 5.983 -1.131
C 0.789 6.831 -0.514
C -0.285 6.323 0.289
C -0.157 4.995 0.723
N 0.807 4.178 0.166
H 2.438 6.328 -1.900
H 0.796 7.935 -0.735
H -1.187 6.856 0.658
H -0.825 4.458 1.434
C 3.813 -5.734 -0.609
C 4.002 -4.309 -1.008
C 4.988 -3.384 -0.252
C 3.965 -4.132 -2.521
Sb 1.897 -3.265 -0.349
C 0.140 -3.682 -1.793
C 0.449 -2.907 -3.061
C -0.113 -5.187 -1.954
C -1.040 -2.888 -1.099
C 1.469 -3.454 1.965
C 2.845 -3.674 2.505
C 0.795 -2.135 2.408
C 0.545 -4.648 2.164
H 4.705 -6.267 -1.044
H 2.884 -6.187 -0.899
H 3.844 -5.939 0.487
H 5.957 -3.445 -0.693
H 5.136 -3.565 0.820
H 4.676 -2.329 -0.427
H 4.716 -4.893 -2.905
H 4.255 -3.145 -2.923
H 3.034 -4.371 -2.950
H 1.146 -3.436 -3.722
H 0.709 -1.826 -2.879
H -0.477 -2.792 -3.688
H 0.794 -5.815 -1.894
H -0.596 -5.407 -2.954
H -0.839 -5.545 -1.148
H -0.899 -1.840 -0.974
H -1.346 -3.345 -0.121
H -1.950 -3.002 -1.753
H 3.740 -3.176 2.076
H 3.079 -4.729 2.487
H 2.922 -3.376 3.639
H 1.355 -1.208 2.271
H 0.703 -2.164 3.483
H -0.209 -2.046 2.001
H 1.105 -5.547 1.935
H -0.390 -4.565 1.620
H 0.243 -4.641 3.225
O -10.084 5.202 -0.819
S -8.614 5.188 -0.592
O -7.822 5.296 -1.797
O -8.156 5.913 0.621
C -7.954 3.609 0.007
N -8.755 2.793 0.680
C -8.154 1.730 1.205
C -6.801 1.421 1.018
C -6.024 2.370 0.366
N -6.640 3.437 -0.187
C -4.585 2.347 0.170
C -3.842 1.363 0.800
C -2.417 1.330 0.760
N -1.693 2.179 0.058
C -2.455 3.153 -0.602
C -3.792 3.343 -0.523
H -8.779 1.138 1.886
H -6.418 0.402 1.106
H -4.257 0.581 1.462
H -1.869 0.721 1.454
H -1.947 3.727 -1.359
H -4.284 4.205 -1.009
```

## Properties
Total charge ... -2
Total energy ... -8594.432225 hartree
Lowest unoccupied orbital energy (alpha / beta) ... 2.90 / 2.90 eV
HOMO level (alpha / beta) ... -2.0 / -1.2 eV
2S+1 ... 1

---

3.
Molecular formula: C4H4O
Method: DFT, ωB97M-V/def2-TZVPD

XYZ file:
```
9
C4H4O (ωB97M-V/def2-TZVPD)
C -0.471 -1.503 -1.254
C -0.975 -0.610 -0.614
C -0.789 0.535 0.291
C 0.696 0.631 0.596
O -1.624 1.278 0.738
H 0.040 -2.267 -1.794
H 1.229 -0.049 -0.070
H 0.858 0.324 1.633
H 1.037 1.660 0.474
```

## Properties
Total energy ... -229.963226 hartree
Lowest unoccupied orbital energy ... 0.32 eV
HOMO level ... -10.4 eV
SMILES string ... C#CC(C)=O
2S+1 ... 1

---

4.
Molecular formula: H12O6
Method: DFT, ωB97M-V/def2-TZVPD

XYZ file:
```
18
H12O6 (ωB97M-V/def2-TZVPD)
O 0.247 -0.418 -0.261
H -0.325 0.288 0.039
H 1.131 -0.055 -0.195
O -0.614 0.792 -2.588
H 0.266 1.098 -2.809
H -0.479 0.171 -1.872
O -0.238 -1.314 2.709
H 0.250 -2.119 2.538
H -0.347 -0.912 1.847
O 1.939 1.767 -0.900
H 1.405 2.046 -0.157
H 2.696 1.336 -0.504
O -0.124 -2.513 -0.244
H 0.549 -2.610 0.430
H -0.073 -1.593 -0.503
O -1.750 1.460 0.968
H -2.179 0.611 1.077
H -2.354 1.966 0.425
```

## Properties
Total energy ... -458.570893 hartree
Lowest unoccupied orbital energy ... -0.10 eV
HOMO level ... -10.4 eV
2S+1 ... 1

---

In the order shown, the computed relative energy (zero: lowest compared OMol25 entry of this formula, charge and spin) values come out to 0.392, 4.354, 1.761, 2.764 eV.